(1)
Density functional theory data (ωB97M-V/def2-TZVPD) for C27H52N3O2P2Pt as an isolated structure at a distorted geometry.

```
87
Properties=species:S:1:pos:R:3:forces:R:3:lowdin_spin:R:1
Pt 0.60466 -0.01583 -1.61669 0.16 -0.02 2.36 0.423
P 0.59389 -2.35850 -1.96823 -0.46 -0.54 -0.50 0.001
P 0.58544 2.34581 -1.74183 -0.47 0.61 -0.45 -0.003
N 0.46287 0.09720 -3.87678 0.01 0.00 -0.44 0.269
C 0.58881 -2.37593 -3.82830 -0.25 -0.11 -0.10 0.002
H 1.18261 -3.23748 -4.17143 -0.28 0.33 -0.01 0.000
H -0.45131 -2.53528 -4.13769 0.16 -0.15 0.20 0.000
C 1.03913 -1.08201 -4.51045 0.20 0.06 -0.10 0.016
H 2.15025 -1.05270 -4.58712 -0.39 0.23 0.38 0.002
H 0.69729 -1.08695 -5.55749 0.07 -0.24 0.12 0.007
C 1.03130 1.33763 -4.39447 0.19 -0.14 -0.10 0.016
H 0.68592 1.44137 -5.43392 0.05 0.24 0.11 0.007
H 2.14162 1.31298 -4.47935 -0.39 -0.25 0.36 0.002
C 0.59043 2.56207 -3.58995 -0.29 0.11 -0.08 0.002
H -0.44325 2.77689 -3.89017 0.18 0.08 0.23 0.000
H 1.20348 3.44141 -3.84118 -0.28 -0.31 -0.02 0.000
C 2.02713 3.32406 -1.13965 0.25 -0.45 -0.09 0.002
C 2.32937 3.17348 0.35082 0.01 0.15 0.34 0.004
H 3.22713 3.76420 0.59107 -0.22 -0.24 -0.12 0.000
H 2.50562 2.14247 0.66515 -0.08 0.08 -0.05 0.004
H 1.51389 3.58252 0.96296 0.27 -0.19 -0.17 0.000
C -1.00471 3.11439 -1.18120 -0.30 -0.24 -0.12 0.001
C -1.12316 3.29552 0.33937 0.02 0.22 0.07 0.001
H -2.15512 3.60648 0.56981 0.33 -0.20 -0.06 0.000
H -0.46982 4.11703 0.67967 -0.24 -0.36 -0.09 0.000
H -0.89660 2.38382 0.90548 0.01 0.22 -0.10 0.002
C -1.00061 -3.16749 -1.48953 -0.33 0.26 -0.04 0.001
C -1.11920 -3.52020 0.00089 0.03 -0.28 0.03 0.001
H -2.14254 -3.88582 0.18968 0.36 0.26 -0.03 0.000
H -0.92774 -2.67253 0.66748 -0.02 -0.20 -0.09 0.001
H -0.44104 -4.35329 0.25049 -0.25 0.33 -0.04 0.000
C 2.03585 -3.39556 -1.47337 0.26 0.51 -0.06 0.002
C 2.35024 -3.39895 0.02220 -0.02 -0.24 0.35 0.007
H 3.21092 -4.06208 0.20355 -0.20 0.26 -0.13 0.000
H 1.51355 -3.81342 0.60262 0.29 0.23 -0.15 0.000
H 2.58964 -2.41181 0.42246 -0.11 -0.09 -0.05 0.006
C 2.50873 -0.01019 -1.59876 6.07 -0.04 -0.10 0.072
O 3.67915 -0.01858 -1.50538 -4.52 0.03 -0.21 0.027
C -1.37609 4.42818 -1.89218 0.04 0.10 0.13 0.000
H -0.69609 5.23868 -1.60135 -0.22 -0.20 -0.16 0.000
H -1.38735 4.34372 -2.98473 -0.04 0.10 0.29 0.000
H -2.38246 4.72007 -1.55385 0.28 -0.12 -0.19 0.000
C -1.38256 -4.38808 -2.34508 0.07 -0.12 0.15 0.000
H -2.38298 -4.71863 -2.02419 0.29 0.15 -0.21 0.000
H -1.40450 -4.17902 -3.42066 -0.06 -0.14 0.28 0.000
H -0.69723 -5.22323 -2.15452 -0.23 0.19 -0.14 0.000
C 1.95890 -4.83160 -1.98246 0.01 -0.29 0.02 0.001
H 2.94403 -5.29641 -1.85221 -0.16 0.13 -0.10 0.000
H 1.26214 -5.41533 -1.37178 0.07 0.10 -0.14 0.000
H 1.67659 -4.92440 -3.03381 0.02 -0.03 0.13 0.000
C 1.96195 4.80620 -1.49902 0.03 0.28 0.02 0.000
H 1.26674 5.33122 -0.83699 0.06 -0.08 -0.13 0.000
H 2.94807 5.25322 -1.32134 -0.16 -0.14 -0.09 0.000
H 1.68505 5.00754 -2.53674 0.02 0.00 0.14 0.000
H 2.84042 2.85044 -1.71163 0.04 0.16 0.06 0.001
H 2.84631 -2.86569 -1.99818 0.06 -0.19 0.03 0.001
H -1.72444 2.33896 -1.49726 0.08 0.22 0.11 0.002
H -1.71231 -2.35287 -1.70861 0.06 -0.24 0.06 0.002
H -0.60212 0.01771 -2.91508 -0.18 0.16 -1.50 0.025
H -1.16053 -0.02710 -2.04875 0.46 0.02 0.17 0.041
C -4.50630 -0.42853 4.96551 -0.67 -0.12 0.28 0.000
C -3.09664 -0.72064 5.41761 0.54 0.27 -0.66 0.000
N -2.10232 -0.07806 4.52118 -0.54 -0.99 -0.36 0.002
C -1.61654 1.25021 4.81543 0.55 0.16 0.46 0.002
C -0.72039 1.25853 6.05961 0.09 0.46 -0.29 0.002
C -1.99798 -0.61575 3.25519 -0.51 0.23 0.09 0.014
O -2.87611 -1.31785 2.75955 0.57 -0.11 0.01 0.016
C -0.69825 -0.38790 2.58088 -1.49 0.67 -1.63 0.085
C 0.47214 -0.41604 3.37458 0.61 -0.25 0.80 0.262
C 1.67071 -0.41914 2.68795 -0.19 0.29 -1.33 0.035
C 1.66657 -0.23632 1.30004 2.11 -0.23 1.64 0.227
N 0.52638 -0.14385 0.58072 -1.20 0.51 -2.16 0.298
C -0.66483 -0.20150 1.19688 -0.78 -0.43 1.83 0.070
H -4.62981 0.65344 4.98836 -0.41 0.06 0.09 0.000
H -5.25613 -0.93193 5.59524 0.26 0.42 0.11 0.000
H -4.70419 -0.77512 3.95849 0.25 0.01 -0.09 0.000
H -2.91904 -0.31015 6.41513 -0.06 -0.26 -0.06 0.000
H -2.86633 -1.79378 5.41226 -0.15 0.24 0.12 0.000
H -1.05868 1.62315 3.94140 -0.35 -0.07 0.31 0.003
H -2.46819 1.92279 5.01785 0.17 -0.11 -0.27 0.000
H 0.18098 0.63775 5.93325 -0.48 0.25 0.19 0.001
H -0.39066 2.29359 6.24764 -0.14 -0.38 0.16 0.000
H -1.31944 0.89961 6.89761 0.36 0.10 0.18 0.000
H 0.39404 -0.44793 4.47132 0.18 -0.34 -0.98 0.016
H 2.59999 -0.60242 3.18730 0.46 0.26 0.18 -0.004
H 2.59614 -0.08535 0.74593 -0.22 -0.32 0.47 0.016
H -1.57048 -0.10510 0.55272 0.67 -0.28 0.88 0.003
```
Forces are in eV/Å.

Calculated values
Highest occupied orbital energy (alpha / beta)   -6.91 / -10.48 eV
2S+1   3
⟨S²⟩   2.024
Kohn-Sham gap (alpha / beta)   3.54 / 7.24 eV
Calculated total energy   -59223.3610 eV
Charge   +1


(2)
Density functional theory data (ωB97M-V/def2-TZVPD) for C27H52N3O2P2Sn as an isolated structure at a distorted geometry.

```
87
Properties=species:S:1:pos:R:3:forces:R:3:mulliken_charge:R:1
Sn -0.48128 0.86050 -0.32032 2.71 0.81 -1.42 0.617
P -0.19190 3.50361 0.01817 1.08 1.87 1.75 0.770
P -1.40959 -0.47401 -2.32509 -1.33 -2.01 -1.49 -0.197
N -2.32997 2.39078 -2.12704 1.95 1.76 -3.60 0.048
C -1.27009 4.49266 -1.12473 0.70 0.01 1.49 -0.748
H -1.86889 5.09427 -0.44739 0.05 0.25 0.21 0.436
H -0.57131 5.18281 -1.57510 0.15 0.15 -0.38 0.560
C -2.19978 3.86718 -2.12319 -2.93 0.31 -0.53 -1.047
H -3.28770 4.08086 -1.70693 1.64 0.04 -1.00 0.294
H -2.10129 4.51882 -3.09624 -0.34 -2.04 1.31 0.393
C -2.38480 1.84210 -3.56325 -0.02 0.05 -0.55 -0.991
H -1.40804 1.86720 -4.16000 -0.80 0.68 1.21 0.290
H -3.13804 2.33662 -4.30601 1.02 -0.54 1.77 0.515
C -2.72613 0.38073 -3.32012 -0.31 0.16 1.32 -0.732
H -3.06020 -0.22995 -4.16922 0.23 0.23 0.24 0.666
H -3.50885 0.47098 -2.55324 -0.43 -0.60 -0.50 0.425
C -2.26496 -2.02567 -1.73518 -0.34 -0.06 0.14 0.693
C -2.98284 -1.80940 -0.38806 -0.09 0.08 -0.08 -1.601
H -3.73804 -1.01263 -0.43768 0.06 -0.21 -0.01 0.312
H -2.27646 -1.56034 0.42203 -0.05 -0.16 -0.17 0.328
H -3.49207 -2.74309 -0.09238 0.15 0.46 -0.11 0.509
C -0.15421 -0.97766 -3.56671 0.67 0.52 0.17 0.742
C 1.12751 -1.64054 -3.00555 0.09 0.00 -0.17 -1.490
H 1.96698 -1.40375 -3.67885 -0.29 -0.15 0.27 0.461
H 1.02969 -2.73576 -2.96985 0.02 0.46 0.08 0.402
H 1.40391 -1.27934 -2.00397 -0.04 -0.04 -0.18 0.144
C 1.57827 4.18774 -0.15453 0.21 -0.71 -0.97 0.925
C 2.58620 3.68303 0.89504 -0.13 -0.10 0.11 -1.691
H 3.60423 3.91090 0.53996 -0.42 -0.07 0.05 0.538
H 2.53265 2.59918 1.05840 0.00 0.14 0.02 0.241
H 2.46327 4.19080 1.86055 0.03 -0.13 -0.34 0.355
C -0.64822 3.96062 1.82236 -0.70 -0.14 -0.66 0.633
C 0.05063 3.13126 2.89761 0.05 -0.17 0.16 -1.390
H -0.54796 3.16506 3.81770 0.12 0.08 -0.21 0.495
H 1.04317 3.52190 3.14181 -0.28 -0.12 -0.08 0.304
H 0.15905 2.07761 2.63391 0.10 0.00 -0.02 0.184
C -2.53109 1.50085 0.32969 -6.66 1.65 -0.72 0.199
O -3.63136 1.86098 0.20889 5.16 -1.70 1.36 -0.103
C -0.82127 -1.80728 -4.68489 -0.29 -0.02 -0.51 -1.654
H -1.87126 -2.07799 -4.48261 0.45 -0.01 -0.09 0.465
H -0.81284 -1.23107 -5.62298 -0.05 -0.29 0.29 0.291
H -0.26173 -2.73726 -4.86500 -0.20 0.33 0.12 0.444
C 1.67605 5.72229 -0.32473 -0.52 0.33 -0.27 -1.449
H 2.64481 6.08738 0.05326 -0.35 -0.29 -0.11 0.383
H 1.62035 6.00203 -1.38822 0.01 -0.06 0.38 0.416
H 0.88991 6.27496 0.20678 0.33 -0.13 -0.18 0.321
C -0.55492 5.45428 2.16446 0.01 0.26 -0.05 -1.627
H -0.98476 5.61111 3.16706 0.10 -0.14 -0.33 0.451
H 0.48604 5.80567 2.20645 -0.35 -0.18 -0.01 0.376
H -1.12179 6.09241 1.47248 0.19 -0.13 0.17 0.367
C -1.38514 -3.28420 -1.67630 0.14 -0.03 -0.06 -1.435
H -0.49974 -3.13871 -1.03852 -0.22 -0.03 -0.14 0.151
H -1.97271 -4.11068 -1.24327 0.18 0.33 -0.19 0.543
H -1.04836 -3.60275 -2.67171 -0.09 0.10 0.35 0.270
H -3.03804 -2.16255 -2.51417 0.21 -0.06 0.30 0.677
H -1.71608 3.69227 1.81253 -0.03 0.07 0.22 0.348
H 0.13524 -0.00297 -4.00087 0.03 -0.26 0.15 0.692
H 1.86137 3.74482 -1.12625 0.12 0.10 0.27 0.041
H 2.35860 2.70864 -3.33859 -1.49 1.69 -1.85 -0.106
H 1.92283 3.21103 -3.88080 1.47 -1.71 1.85 0.133
C 4.28668 -5.59914 2.47565 0.39 -0.31 -0.23 -1.230
C 2.87287 -5.38484 2.98680 1.37 -1.11 0.82 -0.581
N 2.11559 -4.44802 2.24214 -0.64 2.32 -0.58 0.293
C 0.82188 -4.85233 1.66443 0.22 -0.08 0.26 -0.363
C -0.25745 -5.14737 2.69311 -0.17 -0.08 -0.01 -0.887
C 2.55024 -3.15448 2.26979 1.16 0.62 -0.13 0.391
O 3.71985 -2.73697 2.27489 -2.46 -0.57 0.28 -0.603
C 1.42018 -2.11737 2.37114 -0.24 0.53 -0.73 -0.350
C 0.51425 -2.06521 3.45646 0.60 0.03 -0.55 -0.488
C -0.56471 -1.18698 3.46282 -0.39 0.75 -0.36 -1.194
C -0.72294 -0.36749 2.35225 1.08 -0.24 -0.37 -0.004
N 0.19774 -0.32488 1.33195 -0.27 -1.46 1.59 0.137
C 1.28667 -1.18749 1.34232 -0.76 0.79 -0.65 -0.071
H 4.26933 -6.10288 1.49907 0.08 0.14 0.21 0.316
H 4.83648 -6.23785 3.18214 -0.16 0.18 -0.26 0.413
H 4.80242 -4.63764 2.37632 -0.05 -0.50 0.08 0.320
H 2.31482 -6.30755 2.94951 -0.05 -0.44 0.21 0.398
H 2.93856 -5.05640 4.03403 -0.18 -0.12 -0.11 0.331
H 0.47735 -4.08906 0.94987 0.24 -0.20 0.16 -0.159
H 1.03533 -5.76860 1.10116 -0.09 0.22 -0.09 0.544
H -0.55284 -4.23538 3.22764 -0.02 -0.34 -0.03 0.185
H -1.14316 -5.54306 2.17876 0.16 0.04 0.22 0.419
H 0.08403 -5.89893 3.41867 -0.17 0.27 -0.17 0.329
H 0.70285 -2.72604 4.28460 -0.12 -0.16 0.23 0.743
H -1.30041 -1.08601 4.27651 0.58 -0.36 -0.37 0.527
H -1.55451 0.32385 2.21172 0.09 -0.31 0.54 0.487
H 2.00184 -1.10020 0.46664 -0.88 -0.23 1.28 0.510
```
Forces are in eV/Å.

Calculated values
Highest occupied orbital energy (alpha / beta)   -15.81 / -15.80 eV
Kohn-Sham gap (alpha / beta)   5.30 / 5.35 eV
Calculated total energy   -61785.5647 eV
Charge   +3


(3)
Density functional theory data (ωB97M-V/def2-TZVPD) for a 4-piece molecular cluster, C27H53BBrN4O15SSi overall at a distorted geometry.

```
103
Properties=species:S:1:pos:R:3:forces:R:3:mulliken_charge:R:1
C 0.98185 -1.04466 3.81865 0.19 0.05 0.37 -1.079
C 1.91090 0.10150 3.47491 -0.47 -0.10 -0.29 0.377
O 3.22113 -0.35812 3.19285 0.18 0.41 0.13 -0.592
C 1.40321 0.87604 2.24948 0.72 -0.43 0.37 -0.231
O 0.03265 1.20935 2.36515 -0.17 0.51 -0.41 -0.283
C -0.82939 0.38276 1.66611 0.34 -0.44 0.23 -0.247
N -0.88986 0.82158 0.24219 -0.70 -0.80 0.01 -0.138
C -1.94783 0.44637 -0.50962 0.61 0.20 -0.50 -1.109
N -1.95308 0.67274 -1.80090 0.19 0.22 -0.23 0.390
B -3.07702 0.29225 -2.75617 -0.59 -0.54 -0.11 0.062
O -2.99811 -0.91973 -3.35393 0.11 0.85 -0.27 -0.280
N -4.14905 1.19170 -3.06154 0.49 -0.35 -0.54 0.165
C -3.62104 2.17472 -4.04230 0.20 -0.05 0.59 -1.401
C -5.31985 0.51364 -3.63205 -0.23 0.37 0.06 -1.088
N -3.05155 -0.17478 0.04665 -0.45 0.23 0.64 1.419
C -2.78750 -1.62871 0.25092 0.43 -0.33 -0.37 -0.013
C -3.04807 -2.51412 -0.95721 -0.28 0.17 0.50 -1.654
O -1.82098 -2.73129 -1.63692 -0.34 -0.09 -0.30 -0.417
Si -1.71830 -4.06930 -2.65774 0.80 -1.08 -0.66 0.537
C 0.12078 -4.30613 -2.95909 -0.58 0.52 0.44 -1.175
C -2.53231 -3.76861 -4.31708 -0.09 0.45 0.36 -1.163
C -2.40321 -5.61940 -1.86927 -0.40 0.87 0.39 -1.219
C -3.37974 0.51905 1.33896 0.10 0.21 0.49 2.253
C -4.71950 -0.02058 1.87727 -0.07 -0.44 -0.29 -1.582
O -4.47648 -1.03776 2.84175 -0.02 -0.17 -0.10 -0.107
O -5.64195 -1.17501 3.63859 -0.07 0.23 0.14 -0.439
C -3.53948 2.04046 1.12309 -0.52 -0.16 -0.18 -2.878
C -4.45043 2.44762 -0.04974 0.01 0.30 0.61 0.222
C -3.87393 3.57489 -0.88107 -0.47 -0.27 -0.66 -1.632
Br -6.17323 3.10552 0.67139 -0.02 -0.20 -0.12 -0.075
C -2.22444 0.25786 2.34319 0.29 1.04 0.03 -1.257
S -2.37637 1.23131 3.87899 -0.23 -0.34 0.21 -0.129
H 0.06533 -0.68859 4.28326 -0.15 0.03 -0.11 0.368
H 1.47493 -1.69844 4.53371 0.03 -0.04 0.10 0.356
H 0.76541 -1.64193 2.93581 -0.10 -0.14 -0.01 0.102
H 1.98145 0.80464 4.30269 0.14 -0.08 0.17 0.395
H 3.15045 -1.14841 2.65338 0.00 -0.24 -0.11 0.347
H 2.01239 1.77027 2.16142 -0.23 0.34 -0.15 0.012
H 1.63250 0.25684 1.37303 -0.25 -0.02 -0.16 0.288
H -0.38634 -0.61237 1.65059 -0.10 -0.14 -0.08 0.592
H -0.01403 0.65853 -0.23909 0.19 0.60 0.04 0.447
H -1.14912 1.15172 -2.18447 0.16 0.01 0.06 0.332
H -2.16621 -1.38148 -3.20083 -0.05 -0.38 0.40 0.229
H -2.64016 2.52861 -3.71669 -0.03 0.20 0.05 0.450
H -4.28032 3.03253 -4.12245 -0.11 0.08 -0.10 0.335
H -3.47457 1.70412 -5.01645 -0.17 0.05 -0.16 0.348
H -5.69141 -0.24912 -2.95412 0.07 -0.13 0.05 0.336
H -6.11932 1.24113 -3.76092 -0.04 0.09 0.00 0.348
H -5.11255 0.07324 -4.60796 0.06 -0.15 -0.05 0.354
H -1.73337 -1.78287 0.49052 0.07 -0.13 0.19 -0.168
H -3.34848 -1.99451 1.10281 -0.30 0.29 0.08 0.858
H -3.80001 -2.06401 -1.60725 0.03 -0.05 0.00 0.260
H -3.47565 -3.44515 -0.58160 0.18 -0.22 -0.06 0.819
H 0.50685 -5.00551 -2.22209 0.21 -0.13 -0.07 0.317
H 0.62008 -3.34849 -2.80707 0.19 0.02 -0.09 0.314
H 0.31351 -4.64586 -3.97137 0.10 -0.17 -0.06 0.372
H -2.73036 -4.70957 -4.82374 0.08 -0.14 -0.03 0.444
H -1.85149 -3.18107 -4.93404 0.00 0.01 -0.18 0.339
H -3.46837 -3.21331 -4.25797 -0.08 -0.09 -0.01 0.274
H -1.99063 -6.51166 -2.32839 0.03 -0.08 -0.09 0.391
H -2.18059 -5.61824 -0.80109 0.17 -0.19 0.06 0.380
H -3.49073 -5.62716 -1.95087 -0.07 -0.24 -0.09 0.342
H -5.32329 0.76164 2.32195 0.08 0.14 0.19 0.616
H -5.28528 -0.44653 1.04035 -0.08 0.08 -0.06 0.398
H -6.19177 -1.80617 3.15230 0.09 -0.13 -0.10 0.334
H -2.57758 2.54666 1.05804 0.13 -0.04 -0.20 0.514
H -4.01021 2.40566 2.02646 0.21 0.12 0.21 1.290
H -4.74197 1.59385 -0.64656 0.11 0.02 -0.20 0.151
H -2.84150 3.37133 -1.16420 0.16 0.06 0.15 0.280
H -3.97429 4.53374 -0.38461 0.30 0.06 0.22 0.513
H -4.43924 3.64312 -1.81014 -0.03 0.09 0.02 0.426
H -2.27129 -0.74706 2.74388 -0.15 -0.17 -0.10 0.474
H -2.13838 2.46164 3.41619 0.14 -0.01 -0.18 0.151
C 4.87432 3.58179 2.57485 -0.09 -0.06 0.10 -0.233
C 3.98021 3.79704 1.36921 -0.14 -0.07 0.07 -0.167
O 4.71103 4.76051 0.61132 0.00 -0.05 0.03 -0.339
C 6.02096 4.66814 0.95943 -0.05 -0.05 0.09 0.557
O 6.90788 5.21203 0.39295 0.10 0.04 -0.15 -0.502
O 6.16901 3.86407 2.03709 -0.05 0.00 -0.01 -0.321
H 4.83730 2.56842 2.96789 0.16 -0.03 -0.07 0.223
H 4.66529 4.28730 3.38040 0.00 0.04 -0.03 0.258
H 3.86618 2.89016 0.76986 0.05 -0.01 0.01 0.250
H 2.99703 4.18461 1.62685 0.04 0.15 -0.07 0.306
C 8.62355 4.88835 -3.15506 -0.12 0.01 0.03 -0.319
C 9.19518 4.47590 -1.81463 -0.07 0.05 0.09 -0.104
O 10.41411 3.82618 -2.19410 -0.06 0.02 -0.03 -0.340
C 10.79058 4.29584 -3.40840 -0.08 0.00 0.05 0.603
O 11.83395 4.07899 -3.92482 0.11 -0.02 -0.06 -0.504
O 9.79969 5.04733 -3.95246 -0.04 -0.01 0.03 -0.334
H 8.06211 5.81753 -3.11626 0.11 0.07 -0.07 0.279
H 8.00102 4.10982 -3.60133 0.02 -0.02 0.01 0.266
H 9.43062 5.33133 -1.18160 0.00 0.01 0.00 0.255
H 8.55612 3.79459 -1.26221 0.11 -0.10 0.00 0.191
C 2.97758 -4.56489 3.63676 0.03 -0.10 0.09 -0.348
C 2.54695 -6.00970 3.46931 0.13 -0.05 0.04 -0.409
O 1.13082 -5.88171 3.26294 0.04 0.02 0.00 -0.329
C 0.87858 -4.65012 2.79037 0.02 -0.02 -0.04 0.569
O -0.16430 -4.27585 2.35533 -0.12 0.09 -0.06 -0.497
O 1.98326 -3.87140 2.86531 0.24 0.01 -0.01 -0.151
H 3.97164 -4.35758 3.25097 -0.07 0.07 -0.13 0.331
H 2.91476 -4.22739 4.67221 -0.03 -0.01 0.00 0.283
H 2.98650 -6.47900 2.58866 -0.02 0.03 -0.02 0.259
H 2.74581 -6.62519 4.34124 -0.17 -0.01 0.03 0.303
```
Forces are in eV/Å.

Calculated values
Highest occupied orbital energy   -11.83 eV
Kohn-Sham gap   8.80 eV
Calculated total energy   -154958.7726 eV
Charge   +1